No. 1
Computed, not measured: one molecule with the formula C5H6N4O3S at a distorted geometry, with ωB97M-V with the def2-TZVPD basis set.

XYZ file:
```
19
C5H6N4O3S ωB97M-V with the def2-TZVPD basis set
C -1.60843 -0.30515 -0.62513
C -0.55187 -1.10577 -0.21128
C 1.02979 2.24576 1.07798
C -1.81599 1.10798 -0.58366
C 0.03121 2.11156 0.38048
N -1.11483 2.13292 -0.21951
N 0.68639 -0.65949 0.04009
N 2.87026 -1.27683 0.47246
N 1.59092 -1.53757 0.47960
O 3.54545 1.20956 0.84001
O 4.84085 -0.31132 -0.67699
O 2.63791 0.56830 -1.42945
S 3.59225 0.12304 -0.15928
H -2.53266 -0.77612 -0.82003
H -0.70764 -2.11419 -0.00402
H 1.93825 2.35520 1.60259
H -2.82974 1.48009 -0.87793
H 1.27431 -2.49242 0.60172
H 2.56383 1.50622 -1.12242
```

Properties
- Frontier orbital gap (spin up / spin down): 6.7 / 7.2 eV
- E_HOMO (spin up / spin down): -8.767 / -8.806 eV
- Strongest force on any atom: 3.95 eV/Å
- Energy relative to the best compared isomer or geometry (same formula, charge and spin): 136.3 kcal/mol
- E: -28212.915 eV
- LUMO (spin up / spin down): -2.09 / -1.57 eV

No. 2
Computed, not measured: one molecule with the formula C3H6O2 at a distorted geometry, with ωB97M-V with the def2-TZVPD basis set.

XYZ file:
```
11
C3H6O2 ωB97M-V with the def2-TZVPD basis set
C -1.29598 0.75859 -0.18089
C -0.72233 -0.66508 -0.23070
C 1.48824 -0.27407 0.20361
H -0.86082 1.13188 0.89329
H -0.76750 1.34927 -1.00577
H -2.36760 0.75604 -0.03059
H 2.55367 -0.64090 -0.40896
H 1.43048 0.79216 0.25798
H 1.40362 -0.71258 1.07546
O -1.39349 -1.64717 0.10375
O 0.53172 -0.84813 -0.67718
```

Properties
- Frontier orbital gap: 11.0 eV
- E_HOMO: -10.219 eV
- Strongest force on any atom: 7.87 eV/Å
- SMILES: COC(C)=O
- Energy relative to the best compared isomer or geometry (same formula, charge and spin): 48.3 kcal/mol
- E: -7301.584 eV
- LUMO: 0.79 eV

No. 3
Computed, not measured: one molecule with the formula C3HFN2 at a distorted geometry, with ωB97M-V with the def2-TZVPD basis set.

XYZ file:
```
7
C3HFN2 ωB97M-V with the def2-TZVPD basis set
C -0.21263 -0.30068 -0.45479
C 0.56122 1.04748 -0.31829
C -0.28780 -0.54559 1.04051
H 0.25827 -1.18966 -0.91928
N 0.88677 2.15569 -0.20879
N 0.14558 -1.11785 2.12330
F -1.35140 -0.04939 -1.26267
```

Properties
- Frontier orbital gap: 11.4 eV
- E_HOMO: -12.173 eV
- Strongest force on any atom: 11.72 eV/Å
- SMILES: N#CC(F)C#N
- Energy relative to the best compared isomer or geometry (same formula, charge and spin): 38.6 kcal/mol
- E: -8821.251 eV
- LUMO: -0.79 eV

No. 4
Computed, not measured: C38H44ClF3N2S3SbTl as an isolated structure, with ωB97M-V with the def2-TZVPD basis set.

XYZ file:
```
93
C38H44ClF3N2S3SbTl ωB97M-V with the def2-TZVPD basis set
Tl -0.13468 -1.00013 -1.13953
C 1.97359 1.81858 0.46930
C 2.03329 2.53219 -0.89770
N 1.13636 1.93644 -1.86076
C 1.53737 1.82319 -3.24005
C 2.83023 1.02319 -3.41830
S 2.93081 -0.56847 -2.54986
C 3.90885 -0.17349 -1.06968
C 3.18610 -0.33798 0.27403
N 1.93735 0.37261 0.37652
H 2.81825 2.16999 1.08035
H 1.06508 2.13410 0.97744
H 1.83729 3.60115 -0.73530
H 3.04998 2.47066 -1.28820
H 0.17621 2.22404 -1.75297
H 0.72852 1.30231 -3.75740
H 1.68816 2.78636 -3.75838
H 2.94097 0.78708 -4.47987
H 3.70952 1.60978 -3.13852
H 4.75281 -0.86570 -1.07244
H 4.31879 0.83142 -1.19197
H 2.96476 -1.39793 0.42161
H 3.90942 -0.03397 1.05056
H 1.32322 -0.05541 1.05649
C 0.63895 -4.00253 2.82096
C 0.46613 -3.43827 1.40810
S -0.60544 -2.03459 1.30780
C 1.11747 -3.99866 0.37634
C 2.05728 -5.17080 0.61491
S 1.05934 -3.44323 -1.30037
H -0.00395 -3.47514 3.52493
H 1.67175 -3.90682 3.18413
H 0.38049 -5.06692 2.86735
H 1.71944 -5.82519 1.42380
H 3.06537 -4.82150 0.87873
H 2.15491 -5.76877 -0.29267
F -4.80011 4.25919 7.21837
C -4.01787 3.64244 6.29093
C -4.49072 3.49789 5.00934
C -3.67963 2.85796 4.06344
C -2.41065 2.37974 4.39940
C -1.98325 2.55336 5.72480
C -2.77701 3.18018 6.67897
Sb -1.06933 1.36788 2.98384
C 0.55176 2.67070 3.87903
C 1.86236 2.28672 4.17665
C 2.86290 3.20793 4.49882
C 2.54068 4.54445 4.50203
F 3.50390 5.45368 4.81263
C 1.27428 4.99475 4.19858
C 0.29575 4.05071 3.88825
C -0.81681 -0.23660 4.43002
C -1.92079 -0.72981 5.13161
C -1.79446 -1.77598 6.04470
C -0.54581 -2.32141 6.24620
F -0.40973 -3.33324 7.14503
C 0.56652 -1.89710 5.55619
C 0.41338 -0.86294 4.63596
H -5.47757 3.86795 4.75252
H -4.04599 2.70480 3.05183
H -1.00691 2.18924 6.02575
H -2.44665 3.30956 7.70320
H 2.14024 1.23753 4.16761
H 3.87342 2.89615 4.73737
H 1.06330 6.05802 4.20771
H -0.70428 4.41292 3.66015
H -2.90436 -0.29837 4.96588
H -2.64810 -2.16598 6.58756
H 1.51925 -2.39034 5.71090
H 1.27454 -0.58460 4.03827
Cl -3.54174 1.02277 1.33174
C -3.03992 -2.53948 -1.67462
C -2.34779 -2.46184 -3.01864
C -2.21082 -3.80865 -3.68062
C -1.37738 -1.42629 -3.27092
C -2.75955 -1.11967 -3.90474
C -2.83726 -1.29557 -5.34132
C -3.69865 -0.55772 -6.12607
C -4.58908 0.36122 -5.55679
C -4.57554 0.52674 -4.14985
C -3.71023 -0.16486 -3.34881
H -2.41993 -3.16546 -1.02155
H -4.02872 -3.00044 -1.76348
H -3.14615 -1.58228 -1.16874
H -1.53682 -4.40620 -3.05494
H -1.77299 -3.74069 -4.67799
H -3.17362 -4.32482 -3.75470
H -0.61060 -1.68307 -4.00301
H -2.16781 -2.00942 -5.80595
H -3.69165 -0.70927 -7.20059
H -5.27323 0.92880 -6.17453
H -5.25562 1.23422 -3.68550
H -3.71367 0.01963 -2.28028
```

Properties
- Total charge: -2
- Frontier orbital gap (spin up / spin down): 4.7 / 5.0 eV
- E_HOMO (spin up / spin down): -0.718 / -1.062 eV
- Strongest force on any atom: 0.45 eV/Å
- Energy relative to the best compared isomer or geometry (same formula, charge and spin): 99.8 kcal/mol
- E: -107510.283 eV
- LUMO (spin up / spin down): 3.95 / 3.95 eV

Q: Which of these has the highest strongest force on any atom?
A: C3HFN2

Please write out number 1 again, unchanged.
Computed, not measured: one molecule with the formula C5H6N4O3S at a distorted geometry, with ωB97M-V with the def2-TZVPD basis set.

XYZ file:
```
19
C5H6N4O3S ωB97M-V with the def2-TZVPD basis set
C -1.60843 -0.30515 -0.62513
C -0.55187 -1.10577 -0.21128
C 1.02979 2.24576 1.07798
C -1.81599 1.10798 -0.58366
C 0.03121 2.11156 0.38048
N -1.11483 2.13292 -0.21951
N 0.68639 -0.65949 0.04009
N 2.87026 -1.27683 0.47246
N 1.59092 -1.53757 0.47960
O 3.54545 1.20956 0.84001
O 4.84085 -0.31132 -0.67699
O 2.63791 0.56830 -1.42945
S 3.59225 0.12304 -0.15928
H -2.53266 -0.77612 -0.82003
H -0.70764 -2.11419 -0.00402
H 1.93825 2.35520 1.60259
H -2.82974 1.48009 -0.87793
H 1.27431 -2.49242 0.60172
H 2.56383 1.50622 -1.12242
```

Properties
- Frontier orbital gap (spin up / spin down): 6.7 / 7.2 eV
- E_HOMO (spin up / spin down): -8.767 / -8.806 eV
- Strongest force on any atom: 3.95 eV/Å
- Energy relative to the best compared isomer or geometry (same formula, charge and spin): 136.3 kcal/mol
- E: -28212.915 eV
- LUMO (spin up / spin down): -2.09 / -1.57 eV